Record 1
{"formula": "C2H6N2S", "method": "ωB97M-V/def2-TZVPD", "symbols": ["S", "N", "N", "C", "C", "H", "H", "H", "H", "H", "H"], "xyz": [[-0.164, -1.137, -1.045], [0.410, 1.417, 1.484], [-1.488, -0.133, -1.506], [0.366, -0.754, 0.723], [0.930, 0.574, 0.757], [-0.376, -1.036, 1.490], [0.825, 2.354, 1.312], [-1.107, 0.523, -2.301], [1.788, 0.647, 0.163], [-2.185, -0.816, -1.825], [1.002, -1.638, 0.748]], "forces_ev_per_a": [[0.21, 0.05, 0.66], [-0.88, 3.35, 0.93], [1.37, 0.87, -1.47], [-1.86, -2.75, -0.98], [0.34, -1.99, 0.23], [-0.09, 0.86, -0.50], [-0.11, -0.66, 0.47], [-1.48, -1.84, 1.91], [1.35, 0.81, -1.20], [0.17, 0.94, -0.17], [0.99, 0.34, 0.12]], "multiplicity": 1, "lumo_ev": 0.7, "total_energy_ev": -15985.183, "e_above_lowest_kcal_mol": 37.26}


Record 2
{"formula": "C2H6N2S", "method": "ωB97M-V/def2-TZVPD", "symbols": ["S", "N", "N", "C", "C", "H", "H", "H", "H", "H", "H"], "xyz": [[-2.647, -0.348, -0.043], [1.388, -0.164, -0.070], [-0.639, 1.428, 0.071], [0.121, -0.858, 0.145], [-1.046, 0.160, 0.025], [-0.024, -1.600, -0.630], [0.033, -1.375, 1.121], [2.136, -0.661, 0.391], [1.605, -0.329, -1.057], [0.369, 1.580, -0.048], [-1.297, 2.167, 0.094]], "forces_ev_per_a": [[1.14, 0.37, 0.04], [0.59, -0.68, -0.65], [0.93, -0.88, -0.29], [-0.92, 0.56, -0.10], [-0.64, -0.64, 0.57], [-0.34, -0.35, 0.00], [0.17, 0.51, -0.47], [0.14, 0.08, 0.41], [0.07, 0.45, 0.26], [-0.60, 0.04, 0.38], [-0.54, 0.53, -0.15]], "multiplicity": 1, "lumo_ev": 0.7, "total_energy_ev": -15986.796, "e_above_lowest_kcal_mol": 0.05}


Record 3
{"formula": "C2H6N3", "method": "ωB97M-V/def2-TZVPD", "symbols": ["N", "N", "N", "C", "C", "H", "H", "H", "H", "H", "H"], "xyz": [[0.024, 0.562, 0.107], [1.734, 1.157, 1.948], [0.064, -0.516, -0.450], [-0.942, -0.897, -1.291], [0.605, 1.621, 1.665], [-1.644, -0.115, -1.797], [-1.369, -1.670, -0.583], [-0.836, 1.067, -0.162], [2.263, 0.561, 1.341], [2.080, 1.846, 2.666], [-0.468, -1.423, -2.265]], "forces_ev_per_a": [[-1.54, 1.71, 0.55], [0.20, 1.88, 0.96], [3.28, 0.31, 1.55], [-1.45, -1.77, -4.14], [-1.66, -1.06, -1.63], [0.88, -0.92, 1.72], [-0.50, 0.38, -1.44], [0.17, 0.68, 0.17], [0.85, -0.51, 0.15], [0.75, -1.37, -0.46], [-0.97, 0.69, 2.57]], "multiplicity": 1, "lumo_ev": -5.1, "total_energy_ev": -6629.295, "e_above_lowest_kcal_mol": 133.56, "total_charge": 1}


Record 4
{"formula": "C2H6N3", "method": "ωB97M-V/def2-TZVPD", "symbols": ["N", "N", "N", "C", "C", "H", "H", "H", "H", "H", "H"], "xyz": [[-1.169, 1.424, 0.505], [0.579, -0.093, -0.336], [-0.680, 2.220, -0.286], [-0.527, 0.922, -0.673], [0.315, -0.959, 0.810], [-0.392, -1.810, 0.643], [-0.177, -0.391, 1.577], [0.524, -0.691, -1.206], [-1.233, 0.504, -2.218], [1.249, -1.322, 1.246], [1.510, 0.197, -0.062]], "forces_ev_per_a": [[-1.16, -0.45, -0.68], [-0.81, -0.77, -2.11], [1.38, 2.73, 0.76], [-1.80, -3.77, -3.35], [-1.56, -1.77, 1.74], [0.78, 0.75, -0.49], [-0.07, 0.51, 0.42], [1.07, 0.84, 1.06], [1.69, 0.87, 4.26], [-0.08, -0.04, -0.41], [0.55, 1.10, -1.21]], "multiplicity": 1, "lumo_ev": -5.0, "total_energy_ev": -6628.375, "e_above_lowest_kcal_mol": 154.79, "total_charge": 1}


Record 5
{"formula": "C2H6N3O", "method": "ωB97M-V/def2-TZVPD", "symbols": ["O", "N", "N", "N", "C", "C", "H", "H", "H", "H", "H", "H"], "xyz": [[-0.156, 0.314, 1.118], [0.711, 0.553, -1.065], [1.659, 0.682, -0.318], [-1.148, -0.951, -0.705], [1.299, 0.548, 0.991], [-0.522, 0.349, -0.260], [1.597, 1.495, 1.562], [-1.724, -0.864, -1.593], [-1.700, -1.570, 0.092], [-0.306, -1.492, -1.011], [1.797, -0.296, 1.564], [-1.508, 1.231, -0.376]], "forces_ev_per_a": [[0.98, -0.02, -3.17], [-1.79, 0.14, -1.31], [0.99, -0.47, -1.01], [-0.37, -2.63, 0.38], [0.20, 0.31, 5.56], [-3.88, 3.28, 2.16], [-0.61, -1.09, -0.76], [0.49, 0.10, 1.41], [1.67, 2.26, -2.37], [-0.89, -0.25, 0.29], [-0.17, 0.87, -1.12], [3.38, -2.49, -0.08]], "multiplicity": 1, "lumo_ev": -4.6, "total_energy_ev": -8679.000, "e_above_lowest_kcal_mol": 97.24, "total_charge": 1}


Record 6
{"formula": "C2H6N3O2", "method": "ωB97M-V/def2-TZVPD", "symbols": ["O", "O", "N", "N", "N", "C", "C", "H", "H", "H", "H", "H", "H"], "xyz": [[-1.916, -1.367, 1.985], [-2.721, 0.602, 2.275], [-1.735, -0.143, 1.961], [0.470, -0.176, 1.263], [-0.642, 0.432, 1.606], [0.475, -1.259, 0.569], [1.011, 1.025, -1.984], [0.086, 0.940, -1.295], [1.498, -1.458, 0.135], [0.805, 0.328, -2.817], [1.819, 0.790, -1.346], [-0.288, -1.795, 0.001], [1.137, 2.082, -2.353]], "forces_ev_per_a": [[0.72, -1.26, 0.05], [1.06, 0.05, -0.13], [-2.24, -0.14, -0.36], [0.19, -2.24, -0.74], [-0.54, 3.26, 1.12], [2.19, 0.19, -1.53], [-2.74, 0.94, 0.13], [1.38, 0.49, -1.12], [-0.81, -0.19, 0.79], [0.60, 0.30, 0.36], [1.05, -0.59, 0.31], [-0.56, 0.27, 0.84], [-0.31, -1.08, 0.28]], "multiplicity": 1, "lumo_ev": 3.9, "total_energy_ev": -10732.566, "e_above_lowest_kcal_mol": 154.13, "total_charge": -1}


Record 7
{"formula": "C2H6N3O2", "method": "ωB97M-V/def2-TZVPD", "symbols": ["O", "O", "N", "N", "N", "C", "C", "H", "H", "H", "H", "H", "H"], "xyz": [[1.090, 1.382, 0.282], [-0.884, 1.020, -3.179], [-1.063, -0.616, -0.092], [1.043, 0.236, 0.977], [-1.215, 0.434, -0.988], [0.131, -0.658, 0.795], [-0.553, 0.390, -2.224], [-2.103, 0.769, -0.815], [0.272, -0.305, -2.189], [1.792, 1.512, -0.339], [-1.628, -1.484, -0.137], [-0.024, -1.488, 1.522], [1.905, 0.008, 1.660]], "forces_ev_per_a": [[-1.98, 1.22, 0.97], [0.21, 0.11, 0.30], [5.18, -0.05, 2.87], [3.32, -1.48, 1.19], [1.43, -1.84, 0.41], [-5.76, -0.85, -1.78], [-1.36, 0.26, -0.29], [-2.15, 1.70, -0.58], [0.72, -0.46, 0.01], [1.40, -0.79, -0.59], [0.63, 0.81, -0.07], [0.98, 0.59, -0.64], [-2.63, 0.79, -1.80]], "multiplicity": 1, "lumo_ev": -4.6, "total_energy_ev": -10725.749, "e_above_lowest_kcal_mol": 73.69, "total_charge": 1}


Record 8
{"formula": "C2H6N3O2", "method": "ωB97M-V/def2-TZVPD", "symbols": ["O", "O", "N", "N", "N", "C", "C", "H", "H", "H", "H", "H", "H"], "xyz": [[-3.890, -0.773, -0.292], [-2.488, 1.616, -0.008], [-0.894, 0.145, 0.227], [-2.922, -0.666, -0.860], [-2.037, 0.547, -0.068], [-0.331, -1.168, 0.021], [0.066, 1.044, 0.884], [0.053, -1.530, 0.958], [0.473, 0.639, 1.857], [-0.533, 2.096, 1.193], [0.903, 1.233, 0.163], [-1.155, -1.765, -0.345], [0.424, -1.149, -0.744]], "forces_ev_per_a": [[-0.07, -0.12, -0.54], [-0.90, 2.06, 0.66], [3.35, 1.37, 2.08], [-1.46, -0.58, 0.06], [0.26, -1.88, -1.32], [-1.69, -0.84, -0.67], [-0.79, 3.61, 1.24], [0.07, -0.21, 0.27], [-0.63, 0.00, -1.26], [1.88, -2.89, -1.10], [-0.77, 0.04, 0.73], [0.32, -0.81, 0.10], [0.43, 0.25, -0.24]], "multiplicity": 1, "lumo_ev": -6.3, "total_energy_ev": -10723.182, "e_above_lowest_kcal_mol": 132.89, "total_charge": 1}


Record 9
{"formula": "C2H6N3O2", "method": "ωB97M-V/def2-TZVPD", "symbols": ["O", "O", "N", "N", "N", "C", "C", "H", "H", "H", "H", "H", "H"], "xyz": [[1.562, 1.580, 0.034], [2.611, -0.468, 0.123], [1.569, 0.148, 0.064], [0.187, -1.690, 0.033], [-0.823, 0.497, 0.107], [-2.137, 0.514, 0.131], [0.393, -0.352, 0.006], [-0.605, -2.098, -0.443], [0.878, -2.318, -0.336], [-2.669, -0.228, -0.324], [-0.601, 1.443, 0.456], [2.402, 1.755, -0.402], [-2.767, 1.218, 0.550]], "forces_ev_per_a": [[-0.15, -0.92, 0.32], [0.43, -0.17, -0.12], [0.04, 2.21, -0.02], [-0.65, -1.75, -0.27], [0.15, 2.89, 1.62], [3.35, -2.42, -1.16], [-4.10, -0.58, -0.70], [-0.92, 0.83, 0.25], [1.45, 0.44, 0.32], [-1.12, -2.51, -0.92], [1.16, -0.63, -0.05], [0.54, 0.32, -0.12], [-0.18, 2.30, 0.85]], "multiplicity": 1, "lumo_ev": [-6.2, -6.2], "total_energy_ev": -10724.153, "e_above_lowest_kcal_mol": 110.48, "total_charge": 1}


Record 10
{"formula": "C2H6N3OP", "method": "ωB97M-V/def2-TZVPD", "symbols": ["P", "O", "N", "N", "N", "C", "C", "H", "H", "H", "H", "H", "H"], "xyz": [[-2.252, 0.107, -0.908], [-1.876, 0.901, -2.049], [-1.587, 0.727, 0.503], [-1.289, 0.263, 1.809], [-0.493, 1.256, 1.104], [1.493, 0.169, 0.150], [0.877, -0.818, -0.775], [1.883, 0.061, 1.130], [-0.030, -1.053, -0.186], [0.885, -0.323, -1.630], [1.402, -1.800, -0.701], [1.720, 1.111, -0.179], [-0.735, -0.603, 1.731]], "forces_ev_per_a": [[-1.18, -1.43, 1.34], [0.80, 1.24, -1.53], [0.86, 0.22, -0.17], [0.31, -0.49, 0.60], [0.39, 0.15, -0.58], [-1.22, -0.58, 0.74], [1.64, -2.04, 6.23], [0.15, -0.98, 0.77], [-0.81, -0.02, -1.13], [-1.02, 1.18, -4.32], [-0.13, 0.71, -0.66], [0.47, 2.11, -1.21], [-0.26, -0.07, -0.08]], "multiplicity": 1, "lumo_ev": [-0.9, 0.0], "total_energy_ev": -17971.260, "e_above_lowest_kcal_mol": 121.74}